{"formula": "C25H49As2IrN5PS", "method": "ωB97M-V/def2-TZVPD", "symbols": ["Ir", "C", "As", "C", "C", "C", "C", "C", "C", "C", "As", "C", "C", "H", "H", "H", "H", "H", "H", "H", "H", "H", "H", "H", "H", "H", "H", "H", "H", "C", "C", "N", "N", "C", "S", "N", "N", "H", "H", "H", "H", "H", "H", "C", "C", "C", "C", "P", "N", "C", "C", "C", "C", "C", "C", "C", "C", "H", "H", "H", "H", "H", "H", "H", "H", "H", "H", "H", "H", "H", "H", "H", "H", "H", "H", "H", "H", "H", "H", "H", "H", "H", "H", "H"], "xyz": [[0.64, 0.32, -0.99], [2.42, -2.52, -2.98], [1.29, -2.05, -1.46], [-0.13, -3.36, -1.63], [2.35, -2.66, 0.05], [2.61, -4.01, 0.23], [3.36, -4.45, 1.31], [3.86, -3.54, 2.22], [3.61, -2.18, 2.05], [2.86, -1.73, 0.97], [2.56, 0.16, 0.68], [2.72, 0.98, 2.44], [4.21, 0.72, -0.16], [2.50, -3.60, -3.04], [3.41, -2.10, -2.84], [1.98, -2.14, -3.90], [0.28, -4.36, -1.59], [-0.62, -3.21, -2.59], [-0.85, -3.22, -0.83], [2.22, -4.74, -0.48], [3.56, -5.51, 1.43], [4.44, -3.88, 3.07], [4.02, -1.48, 2.77], [3.78, 1.06, 2.70], [2.21, 0.37, 3.18], [2.28, 1.97, 2.41], [5.06, 0.44, 0.47], [4.21, 1.81, -0.30], [4.31, 0.24, -1.13], [3.58, 2.43, -5.87], [2.98, 2.95, -4.62], [3.18, 4.11, -4.10], [2.43, 4.12, -2.96], [1.75, 2.99, -2.76], [0.64, 2.71, -1.50], [2.11, 2.22, -3.82], [1.63, 0.94, -4.02], [4.15, 3.24, -6.33], [2.81, 2.10, -6.56], [4.26, 1.60, -5.66], [2.39, 4.95, -2.39], [2.39, 0.36, -4.35], [0.89, 0.95, -4.71], [-3.21, 2.72, -0.04], [-3.51, 1.22, 0.02], [-4.92, 1.01, 0.58], [-3.46, 0.71, -1.44], [-2.20, 0.37, 1.04], [-0.90, 0.23, 0.07], [-1.70, 1.37, 2.53], [-0.77, 2.52, 2.11], [-0.91, 0.47, 3.49], [-2.91, 1.94, 3.29], [-2.68, -1.37, 1.54], [-3.67, -1.39, 2.71], [-3.34, -2.05, 0.33], [-1.43, -2.18, 1.91], [-3.88, 3.17, -0.77], [-2.19, 2.93, -0.37], [-3.39, 3.22, 0.91], [-5.61, 1.65, 0.01], [-5.01, 1.30, 1.63], [-5.27, -0.01, 0.47], [-4.13, 1.35, -2.02], [-3.81, -0.31, -1.55], [-2.46, 0.80, -1.86], [0.05, 2.18, 1.48], [-0.34, 2.94, 3.02], [-1.29, 3.33, 1.60], [-0.10, -0.05, 2.97], [-1.54, -0.27, 3.99], [-0.48, 1.10, 4.26], [-3.45, 2.69, 2.71], [-2.53, 2.44, 4.19], [-3.61, 1.17, 3.61], [-4.58, -0.82, 2.50], [-3.24, -1.02, 3.64], [-3.97, -2.42, 2.88], [-4.32, -1.64, 0.10], [-3.48, -3.10, 0.58], [-2.72, -1.99, -0.57], [-1.07, -1.96, 2.91], [-0.61, -2.02, 1.21], [-1.70, -3.23, 1.90]], "molar_mass_g_mol": 824.8, "spin_multiplicity": 5, "charge": 2, "fmax_ev_per_a": 0.32, "e_above_lowest_kj_mol": 0.0, "e_tot_ha": -6570.6311}